C3H5N3 | ωB97M-V/def2-TZVPD

Spin multiplicity: 1
E: -7660.9088 eV
ΔE to the lowest compared entry with this formula, charge and spin: 1.5467 eV
Gap between HOMO and LUMO: 0.39655 Eh
SMILES string: Cn1cncn1

```
11
Properties=species:S:1:pos:R:3:nbo_charge:R:1
C -1.68370 -0.29482 0.10809 -0.408
N -0.18150 -0.19362 0.02933 -0.264
C 0.41750 0.98785 -0.08040 0.233
N 1.73488 0.95383 -0.15429 -0.528
C 2.02456 -0.37608 -0.08689 0.154
N 1.04997 -1.24198 0.02708 -0.253
H -2.08308 -0.86655 -0.73265 0.216
H -1.99199 -0.77664 1.03794 0.216
H -2.18951 0.69886 0.08178 0.220
H -0.11336 1.94502 -0.11370 0.203
H 3.01625 -0.83587 -0.11630 0.212
```